Record 1
The following is a DFT calculation (wB97M-V/def2-TZVPD) of a cluster of 2 separate species, C10H16O in total in a non-equilibrium geometry.

Each line ends with the Mulliken charge.
CARTESIAN COORDINATES (ANGSTROEM)
1 C 3.392 -0.770 1.518  -1.008
2 C 2.945 -0.491 0.102  -0.391
3 H 3.931 0.150 1.945  0.247
4 H 2.753 -0.861 2.372  0.366
5 H 4.215 -1.423 1.584  0.303
6 H 3.224 -1.452 -0.425  0.232
7 H 3.591 0.323 -0.301  0.293
8 H 1.898 -0.317 0.029  -0.034
9 C -2.464 -1.182 0.480  -0.514
10 C -1.607 -2.541 0.572  -0.985
11 C -1.805 0.095 -0.151  0.294
12 C -1.974 1.454 0.432  -0.605
13 C -0.850 -0.048 -1.159  -0.293
14 C -1.405 2.528 -0.224  -0.431
15 C -0.276 1.076 -1.882  -0.724
16 C -0.758 2.346 -1.501  0.241
17 O -0.135 3.285 -2.177  -0.501
18 H -3.414 -1.495 0.024  0.356
19 H -2.742 -1.061 1.589  0.208
20 H -0.668 -2.495 -0.012  0.230
21 H -2.505 1.549 1.387  0.340
22 H -0.583 -1.039 -1.500  0.387
23 H -1.514 3.432 0.311  0.393
24 H 0.293 0.815 -2.669  0.637
25 H -0.429 4.216 -2.191  0.332
26 H -2.068 -3.422 0.302  0.353
27 H -1.043 -2.673 1.547  0.273

## Properties
E = -12674.6116 eV
Orbital gap = 8.9 eV
Energy above the lowest of the compared OMol25 structures with the same formula, charge and spin = 300.4 kJ/mol
SMILES = CCc1ccc(O)cc1.CC
HOMO level = -8.13 eV

=====

Record 2
The following is a DFT calculation (wB97M-V/def2-TZVPD) of the ion C4H10N4O with charge +2 in a non-equilibrium geometry.

Each line ends with the Mulliken charge.
CARTESIAN COORDINATES (ANGSTROEM)
1 C 1.696 -0.820 0.013  0.407
2 C -0.762 -0.980 -0.020  0.648
3 C 1.742 0.583 0.382  0.046
4 C -2.069 1.039 -0.200  -1.035
5 N 0.548 -1.490 -0.045  -0.048
6 N -0.890 0.281 -0.266  -0.432
7 N -1.736 -1.872 0.155  -0.361
8 N 2.627 1.429 -0.057  -0.215
9 O 2.754 -1.536 -0.230  -0.393
10 H 0.973 0.934 1.065  0.459
11 H -1.806 2.096 -0.291  0.309
12 H -2.699 0.825 -1.078  0.397
13 H -2.660 0.870 0.705  0.417
14 H 0.649 -2.499 -0.192  0.342
15 H -1.576 -2.863 0.262  0.189
16 H -2.705 -1.582 0.120  0.246
17 H 3.278 1.219 -0.813  0.286
18 H 3.633 -1.159 -0.046  0.427
19 H 2.648 2.390 0.282  0.309

## Properties
Net charge = +2
E = -12299.4322 eV
Orbital gap (spin up / spin down) = 6.2 / 6.2 eV
Energy above the lowest of the compared OMol25 structures with the same formula, charge and spin = 105.5 kJ/mol
HOMO level (spin up / spin down) = -17.31 / -17.31 eV

=====

Please write out number 2 again, unchanged.
The following is a DFT calculation (wB97M-V/def2-TZVPD) of the ion C4H10N4O with charge +2 in a non-equilibrium geometry.

Each line ends with the Mulliken charge.
CARTESIAN COORDINATES (ANGSTROEM)
1 C 1.696 -0.820 0.013  0.407
2 C -0.762 -0.980 -0.020  0.648
3 C 1.742 0.583 0.382  0.046
4 C -2.069 1.039 -0.200  -1.035
5 N 0.548 -1.490 -0.045  -0.048
6 N -0.890 0.281 -0.266  -0.432
7 N -1.736 -1.872 0.155  -0.361
8 N 2.627 1.429 -0.057  -0.215
9 O 2.754 -1.536 -0.230  -0.393
10 H 0.973 0.934 1.065  0.459
11 H -1.806 2.096 -0.291  0.309
12 H -2.699 0.825 -1.078  0.397
13 H -2.660 0.870 0.705  0.417
14 H 0.649 -2.499 -0.192  0.342
15 H -1.576 -2.863 0.262  0.189
16 H -2.705 -1.582 0.120  0.246
17 H 3.278 1.219 -0.813  0.286
18 H 3.633 -1.159 -0.046  0.427
19 H 2.648 2.390 0.282  0.309

## Properties
Net charge = +2
E = -12299.4322 eV
Orbital gap (spin up / spin down) = 6.2 / 6.2 eV
Energy above the lowest of the compared OMol25 structures with the same formula, charge and spin = 105.5 kJ/mol
HOMO level (spin up / spin down) = -17.31 / -17.31 eV